# 1
Computed, not measured: an isolated molecule of C3H4N2O, with ωB97M-V with the def2-TZVPD basis set.

Geometry as XYZ:
```
10
Properties=species:S:1:pos:R:3
O -1.8611 1.0762 0.3454
C -0.6513 0.7309 0.8028
C 0.5377 0.9638 0.2413
C 1.4064 0.1798 -0.3688
N 1.0481 -1.2042 -0.6329
N -0.1429 -1.4597 -0.4095
H -1.7704 1.4441 -0.5453
H -0.7027 0.3115 1.8060
H 2.4194 0.4202 -0.6745
H -0.2832 -2.4625 -0.5646
```

Calculated values
Calculated total energy   -8199.5663 eV
Orbital gap   9.20 eV
LUMO   0.0007 Eh
Strongest force on any atom   0.5 eV/Å
Structure (SMILES)   [H]/N=N/C=C=CO

---

# 2
Computed, not measured: an isolated molecule of C5H10O2, with ωB97M-V with the def2-TZVPD basis set.

Geometry as XYZ:
```
17
Properties=species:S:1:pos:R:3
C 2.1499 0.4343 -0.6823
C 1.0340 -0.4523 -0.1840
C 0.4475 -0.1171 1.1752
O -0.7591 -0.8476 1.1295
C -1.2380 -0.6711 -0.1922
C -2.2804 0.4477 -0.1401
O -0.1272 -0.2993 -0.9972
H 2.5176 0.0874 -1.6518
H 2.9845 0.4147 0.0273
H 1.7978 1.4644 -0.7905
H 1.3469 -1.5087 -0.1773
H 0.2859 0.9756 1.2505
H 0.9990 -0.4734 2.0423
H -1.5776 -1.6606 -0.5323
H -2.0660 1.0442 0.7570
H -2.2188 1.1035 -1.0103
H -3.2960 0.0583 -0.0239
```

Calculated values
Calculated total energy   -9441.5951 eV
Orbital gap   10.87 eV
LUMO   0.0405 Eh
Strongest force on any atom   0.5 eV/Å
Structure (SMILES)   C[C@@H]1OC[C@H](C)O1

---

# 3
Computed, not measured: an isolated molecule of C4H6N2, with ωB97M-V with the def2-TZVPD basis set.

Geometry as XYZ:
```
12
Properties=species:S:1:pos:R:3
N -0.3642 -0.5388 -1.3456
C -1.1616 0.5197 -1.2427
C -0.9598 0.9620 0.2176
C 0.1027 0.0695 0.8307
C 0.5092 -0.9090 -0.1674
N 1.3963 0.2069 0.1352
H -0.6207 2.0056 0.2326
H -1.9060 0.9276 0.7713
H 0.0661 -0.2018 1.8767
H -0.0807 -1.0647 -2.1559
H 0.8470 -1.9291 0.1044
H 2.1719 -0.0479 0.7430
```

Calculated values
Calculated total energy   -7222.2094 eV
Orbital gap   9.15 eV
LUMO   0.0321 Eh
Strongest force on any atom   1.8 eV/Å

---

# 4
Computed, not measured: a 4-piece molecular cluster, C22H35NO10 overall, with ωB97M-V with the def2-TZVPD basis set.

Geometry as XYZ:
```
68
Properties=species:S:1:pos:R:3
C -0.3895 3.0816 2.6794
N -1.1713 2.5234 1.5726
C -2.3642 1.8136 2.0917
C -0.4023 1.5820 0.8469
O 0.5034 0.9411 1.3183
C -0.7748 1.4567 -0.6136
C -0.1896 0.2110 -1.2024
C 0.4781 0.1672 -2.3589
O 0.7134 1.2572 -3.1555
C 1.0417 -1.1349 -2.8467
O 1.2144 -1.3524 -4.0245
C 1.3767 -2.1300 -1.7908
C 0.7018 -2.0982 -0.6437
C -0.3670 -1.0771 -0.4733
O -1.3624 -1.2856 0.1892
H -0.8868 3.9962 3.0134
H 0.6121 3.3671 2.3587
H -0.3198 2.4113 3.5408
H -2.1046 1.2319 2.9811
H -2.7586 1.1290 1.3385
H -3.1305 2.5474 2.3393
H -0.3433 2.3218 -1.1274
H -1.8566 1.5304 -0.7501
H 0.0060 1.3491 -3.8073
H 2.1620 -2.8475 -2.0016
H 0.8957 -2.7920 0.1653
O -2.6607 4.1334 5.3768
C -1.9148 3.6590 6.1882
O -1.5339 2.3749 6.0414
C -0.5752 1.7324 6.8876
C -1.1740 1.2837 8.2048
C -1.4327 4.4551 7.3795
H 0.3006 2.3699 7.0219
H -0.2517 0.8631 6.3177
H -1.5487 2.1230 8.7901
H -0.4252 0.7607 8.7999
H -2.0115 0.6099 8.0242
H -2.2440 4.5127 8.1038
H -1.1977 5.4601 7.0376
H -0.5504 4.0505 7.8681
O -6.6518 -2.4979 -2.5320
C -5.5923 -3.0579 -2.4701
O -4.5423 -2.3983 -1.9450
C -3.2520 -2.9945 -1.7665
C -2.4475 -3.0098 -3.0519
C -5.4114 -4.4624 -3.0023
H -3.3459 -3.9872 -1.3224
H -2.7493 -2.3613 -1.0389
H -2.9272 -3.5986 -3.8341
H -1.4561 -3.4296 -2.8727
H -2.3340 -1.9937 -3.4339
H -5.3666 -4.4121 -4.0894
H -6.2853 -5.0432 -2.7177
H -4.5274 -4.9771 -2.6362
O 8.2888 -1.2658 -3.4058
C 7.3642 -0.8687 -4.0590
O 6.3515 -0.2413 -3.4291
C 5.2329 0.3250 -4.1209
C 4.1955 -0.7140 -4.4921
C 7.2997 -1.0925 -5.5534
H 5.5714 0.9046 -4.9816
H 4.8053 1.0326 -3.4123
H 4.5991 -1.4667 -5.1701
H 3.3403 -0.2440 -4.9734
H 3.8567 -1.2331 -3.5986
H 7.0291 -2.1323 -5.7311
H 8.2924 -0.9175 -5.9609
H 6.5982 -0.4513 -6.0798
```

Calculated values
Calculated total energy   -45345.2831 eV
Orbital gap   8.15 eV
LUMO   -0.0471 Eh
Strongest force on any atom   0.9 eV/Å
Structure (SMILES)   CN(C)C(=O)CC1=C(O)C(=O)C=CC1=O.CCOC(C)=O.CCOC(C)=O.CCOC(C)=O

---

# 5
Computed, not measured: an isolated molecule of C3H3N3S, with ωB97M-V with the def2-TZVPD basis set.

Geometry as XYZ:
```
10
Properties=species:S:1:pos:R:3
C -1.1813 0.9876 -0.2375
C 0.4235 -0.6054 0.0961
C -0.2318 -0.5904 -1.2193
H -1.4700 2.4046 0.9184
H -0.0103 0.8171 1.6567
H 0.0194 -1.5359 -1.7929
N -1.6808 2.1560 -0.0292
N -0.4462 0.1392 0.8284
N -1.0556 0.3242 -1.4967
S 1.8548 -1.1732 0.7665
```

Calculated values
Calculated total energy   -18463.1837 eV
Orbital gap   7.70 eV
LUMO   -0.0589 Eh
Strongest force on any atom   4.9 eV/Å
Structure (SMILES)   [H]/N=C1/N=CC(=S)N1

---

# 6
Computed, not measured: an isolated molecule of C6H11NO3Si, with ωB97M-V with the def2-TZVPD basis set.

Geometry as XYZ:
```
22
Properties=species:S:1:pos:R:3
C 0.8459 -0.6662 -1.6674
C 1.1409 0.6386 1.3369
C -1.5433 -0.9918 0.4379
C 0.2083 -1.8034 -2.5170
C 2.1382 1.8682 1.0127
C -1.9561 -1.0288 1.8983
N -0.9265 1.8171 -0.6353
O 1.9655 -0.3129 -2.0138
O 1.1492 0.1034 2.4007
O -2.1208 -1.7117 -0.3740
Si -0.0075 0.0721 -0.1096
H 0.8919 -2.1348 -3.2043
H -0.6361 -1.2697 -3.0733
H -0.1366 -2.6517 -1.7764
H 2.6479 2.2250 1.9348
H 1.4278 2.5546 0.4333
H 2.8602 1.6509 0.2990
H -2.5515 -1.8731 1.9922
H -2.5270 -0.1035 1.9726
H -0.9661 -1.1830 2.3538
H -1.5220 2.1001 0.0735
H -0.3822 2.7006 -0.7747
```

Calculated values
Calculated total energy   -21908.4078 eV
Orbital gap   8.59 eV
LUMO   -0.0195 Eh
Strongest force on any atom   4.6 eV/Å
Structure (SMILES)   CC(=O)[Si](N)(C(C)=O)C(C)=O

---

# 7
Computed, not measured: a 2-piece molecular cluster, C3H10N3O overall, with ωB97M-V with the def2-TZVPD basis set.

Geometry as XYZ:
```
17
Properties=species:S:1:pos:R:3
C 1.8365 1.1105 0.9217
C 1.9422 -1.1673 0.1958
N 1.3265 -0.0594 0.2063
H 0.9855 1.5848 1.4150
H 2.1826 1.8482 0.2003
H 2.5791 0.8288 1.6519
H 2.8475 -1.2689 0.7842
H 1.5945 -2.0022 -0.3942
H 0.3811 0.0615 -0.2810
N -2.2685 -0.9248 0.2804
C -2.2142 0.2542 -0.4112
N -1.0576 0.3784 -1.2548
O -2.9796 1.1614 -0.2712
H -3.1672 -1.0911 0.7228
H -1.8192 -1.7427 -0.1078
H -1.1008 -0.2914 -2.0113
H -1.0685 1.3201 -1.6469
```

Calculated values
Calculated total energy   -9784.7187 eV
Orbital gap   9.26 eV
LUMO   -0.1728 Eh
Charge   +1
Strongest force on any atom   1.1 eV/Å

---

# 8
Computed, not measured: C15H14FINO10S as an isolated structure, with ωB97M-V with the def2-TZVPD basis set.

Geometry as XYZ:
```
43
Properties=species:S:1:pos:R:3
C 3.2518 -2.8126 2.7241
C 2.7608 -1.3449 2.9216
O 1.9924 -1.0402 3.7523
O 3.3338 -0.4195 2.0478
C 2.7874 0.8642 2.1969
O 3.2553 1.5601 3.0265
C 1.5885 1.4079 1.3814
C 1.6632 1.1225 -0.1570
O 2.3479 -0.1012 -0.5770
S 1.1912 -1.2624 -0.5272
O 1.2941 -2.3151 -1.5105
O 0.7461 -1.7184 0.7502
O -0.0045 -0.2920 -1.1819
C 0.3183 1.0903 -0.9905
C -0.8176 2.1549 -0.7245
O -1.6887 1.9505 0.3738
C -2.6198 0.9348 0.1638
C -3.0399 0.4226 -1.0943
C -3.9970 -0.6731 -1.2561
C -4.5311 -1.2817 -0.0650
C -4.1496 -0.7753 1.2468
C -3.2010 0.3063 1.3834
C 0.8156 1.5337 -2.4567
O 0.7841 2.6794 -2.7512
N 1.3538 0.5937 -3.4286
C 0.3486 -0.0287 -4.1890
O -0.7919 -0.0062 -3.9571
F 0.7622 -0.7601 -5.2791
H 2.9378 -3.1413 1.7023
H 4.3717 -2.8459 2.7311
H 2.8136 -3.4894 3.4904
H 1.6182 2.5212 1.4916
H 0.6002 1.0808 1.8114
H 2.2697 1.9014 -0.6889
H -1.4153 2.3764 -1.6436
H -0.2794 3.1115 -0.4988
H -2.6326 0.8473 -2.0377
H -4.2977 -1.0678 -2.2479
H -5.2393 -2.1272 -0.1465
H -4.5496 -1.2406 2.1647
H -2.9062 0.6882 2.4035
H 1.9701 -0.1028 -3.0039
I -1.0148 -0.3014 2.6494
```

Calculated values
Calculated total energy   -59398.7003 eV
Orbital gap   5.35 eV
LUMO   0.0874 Eh
Charge   -1
Strongest force on any atom   3.8 eV/Å